Entry from OMol25: a molecular structure, C6H21FeO11PPd (wB97M-V/def2-TZVPD).

Last column: Mulliken charge in e.
Positions of all 41 atoms, in Å:
Fe1 -1.691 1.258 0.712  0.704
Pd1 -0.875 -1.367 -0.930  0.318
O1 -0.012 0.263 0.215  0.126
H1 0.790 0.818 0.260  -0.014
P1 -3.009 0.373 -1.311  1.128
O2 -2.560 -0.363 -0.013  -0.603
O3 -4.504 0.347 -1.652  -0.727
O4 -1.982 -0.257 -2.295  -0.731
O5 -2.509 1.800 -0.991  -0.622
C1 1.772 -2.983 -1.388  -0.559
C2 1.962 -1.909 -2.405  -0.250
O6 0.664 -1.283 -2.650  -0.278
O7 1.000 -2.461 -0.287  -0.466
H2 2.682 -3.477 -1.050  0.380
H3 1.208 -3.848 -1.738  0.325
H4 2.271 -2.354 -3.351  0.406
H5 2.648 -1.129 -2.074  0.216
H6 0.704 -0.985 -3.561  0.245
H7 1.511 -2.415 0.524  0.243
C3 -2.815 -1.003 3.277  -0.597
C4 -1.247 -0.648 3.273  -0.223
O8 -1.144 0.754 2.824  -0.307
O9 -3.497 -1.616 2.135  -0.514
H8 -3.353 -0.183 3.753  0.263
H9 -2.905 -1.848 3.958  0.337
H10 -0.603 -1.288 2.670  0.068
H11 -0.832 -0.744 4.276  0.494
H12 -0.576 1.231 3.433  0.220
H13 -3.303 -1.102 1.348  0.449
C5 3.205 0.635 0.798  -0.512
O10 2.208 0.745 1.832  -0.535
H14 3.332 -0.340 0.330  0.146
H15 3.054 1.407 0.044  0.267
H16 4.092 0.979 1.330  0.307
H17 1.414 0.337 1.479  0.338
C6 0.769 3.573 -2.141  -0.276
O11 0.174 4.795 -2.110  -0.545
H18 1.852 3.697 -2.148  0.299
H19 0.470 2.997 -1.266  -0.095
H20 0.398 3.001 -2.992  0.251
H21 -0.764 4.591 -2.117  0.324

Force components x, y, z for each atom (eV/Å):
1.0 -1.6 -1.8
0.2 -2.1 -1.9
0.3 3.0 1.9
-0.7 0.0 -0.9
-4.0 -1.2 -5.7
-0.6 0.3 4.0
3.2 -0.1 1.1
-1.3 0.6 0.0
1.4 2.1 2.8
-0.6 -0.9 0.9
-1.1 0.4 -0.7
1.7 -0.8 -0.1
0.7 -0.5 0.3
0.4 0.6 0.1
-0.4 0.3 -0.6
0.5 0.0 0.1
0.2 -0.1 0.0
-0.6 0.3 0.0
0.1 0.0 0.0
0.7 -2.2 -0.2
-2.0 0.0 -0.6
-0.1 -0.2 -0.1
1.3 1.1 1.7
-0.1 0.3 -0.4
0.2 0.2 0.5
-0.4 0.1 -0.5
-0.4 0.4 0.2
0.1 0.2 -0.1
-0.1 0.2 -0.6
0.3 1.4 1.1
0.4 -0.5 -0.5
-0.1 -0.1 0.3
-0.3 -0.1 -0.4
0.4 -0.5 -0.3
-0.4 -0.4 0.5
0.5 -1.8 0.1
-1.0 1.9 0.1
0.0 -0.1 -0.2
0.3 -0.4 0.3
0.5 -0.3 -0.3
-0.3 0.5 0.0

Values from the calculation:
**Net charge**: 0
**Energy**: -76237.633 eV
**HOMO-LUMO gap (alpha / beta)**: 6.65 / 4.62 eV
**Multiplicity**: 7